(1)
DFT (ωB97M-V with the def2-TZVPD basis set) results for 3 unconnected molecules or ions with the total composition CH10NO2 at a distorted geometry.

LUMO = -3.3 eV
E = -249.0940 hartree
Strongest force on any atom = 0.027 hartree/bohr
Highest occupied orbital energy = -15.9 eV

The geometry in ORCA input format:
```
! RIJCOSX wB97M-V def2-TZVPD def2/J DEFGRID3
* xyz 1 1
H 2.083 0.737 0.924
H 1.339 -0.165 2.220
H 0.360 3.207 -0.666
C 1.547 -0.142 1.151
O 0.185 2.297 -0.949
H -2.541 -1.583 -0.070
O -1.756 -2.011 -0.422
H 0.877 2.135 -1.597
N 0.260 -0.162 0.371
H -0.466 -0.391 1.034
H 0.045 0.782 -0.020
H -1.990 -2.899 -0.710
H 2.099 -1.063 0.982
H 0.242 -0.879 -0.355
*
```

(2)
DFT (ωB97M-V with the def2-TZVPD basis set) results for 4 unconnected molecules or ions with the total composition CH10NO2 at a distorted geometry.

LUMO = -11.4 eV
E = -248.7857 hartree
Strongest force on any atom = 0.030 hartree/bohr
Highest occupied orbital energy = -16.0 eV

The geometry in ORCA input format:
```
! RIJCOSX wB97M-V def2-TZVPD def2/J DEFGRID3
* xyz 1 1
H 0.176 3.089 -0.286
H -0.015 -1.670 0.133
O -0.291 0.101 -1.557
H -1.614 -2.325 0.824
H -1.048 -3.002 -0.645
H 0.783 1.494 0.809
N 0.648 2.242 -0.621
H 0.073 0.943 -1.197
H 1.489 2.445 -1.173
H -1.249 0.015 -1.370
H -0.120 -3.246 0.820
H 0.708 1.366 2.408
C -0.699 -2.499 0.256
O 1.160 1.048 1.600
*
```

(3)
DFT (ωB97M-V with the def2-TZVPD basis set) results for 4 unconnected molecules or ions with the total composition CH10NO3 at a distorted geometry.

LUMO = -4.5 eV
E = -324.2978 hartree
Strongest force on any atom = 0.031 hartree/bohr
Highest occupied orbital energy = -13.7 eV

The geometry in ORCA input format:
```
! RIJCOSX wB97M-V def2-TZVPD def2/J DEFGRID3
* xyz 1 1
H 2.717 -1.949 -5.279
H -1.257 1.160 1.414
C -1.268 -0.403 0.191
H 2.583 0.580 1.084
H -2.459 2.975 2.014
O 2.233 -2.018 -4.447
H 2.046 -2.950 -4.333
N -0.688 0.316 1.073
H -0.611 -0.766 -0.598
H 0.350 0.214 1.180
H -2.354 -0.494 0.210
O 1.922 0.021 1.512
H -3.244 1.741 2.237
H 2.552 -0.498 2.042
O -2.522 2.071 1.699
*
```

(4)
DFT (ωB97M-V with the def2-TZVPD basis set) results for a molecular structure, CH10NO4 at a distorted geometry.

LUMO (spin up / spin down) = 0.4 / -4.3 eV
E = -399.6486 hartree
⟨S²⟩ = 0.76
Strongest force on any atom = 0.064 hartree/bohr
Highest occupied orbital energy (spin up / spin down) = -10.8 / -10.4 eV

The geometry in ORCA input format:
```
! RIJCOSX wB97M-V def2-TZVPD def2/J DEFGRID3
* xyz 0 2
H -0.301 0.577 1.155
H -0.169 0.547 -2.865
O -1.070 -0.897 -0.137
N -2.240 0.002 1.752
H 3.495 0.354 -0.190
H 2.227 0.189 0.099
H 0.064 -0.969 -0.189
H 1.401 -1.757 -0.969
H -1.527 1.037 -0.018
H -0.126 0.755 -1.491
H -1.637 -0.065 2.673
O -0.402 1.303 -2.306
H -2.731 -0.932 1.629
O 2.937 0.650 0.493
C -1.215 0.228 0.668
O 1.292 -1.022 -0.302
*
```

(5)
DFT (ωB97M-V with the def2-TZVPD basis set) results for 4 unconnected molecules or ions with the total composition CH10O3S at a distorted geometry.

LUMO = 0.4 eV
SMILES = CS.O.O.O
E = -667.9755 hartree
Strongest force on any atom = 0.045 hartree/bohr
Highest occupied orbital energy = -9.3 eV

The geometry in ORCA input format:
```
! RIJCOSX wB97M-V def2-TZVPD def2/J DEFGRID3
* xyz 0 1
H 0.748 -0.401 -1.094
S -3.082 0.099 0.147
H -3.441 2.451 -0.063
H 2.401 -0.902 2.167
H 1.102 -0.206 3.026
O 1.687 -0.279 2.277
H -2.270 1.902 -1.236
H -1.869 2.153 0.541
H 3.378 -1.285 -1.793
C -2.577 1.824 -0.202
H 4.541 -0.515 -2.414
H -1.989 -0.261 0.817
H 1.312 -0.209 0.362
O 1.528 -0.183 -0.579
O 4.336 -1.295 -1.896
*
```

(6)
DFT (ωB97M-V with the def2-TZVPD basis set) results for 4 unconnected molecules or ions with the total composition CH10O3S at a distorted geometry.

LUMO = 0.5 eV
SMILES = CS.O.O.O
E = -667.9840 hartree
Strongest force on any atom = 0.027 hartree/bohr
Highest occupied orbital energy = -9.6 eV

The geometry in ORCA input format:
```
! RIJCOSX wB97M-V def2-TZVPD def2/J DEFGRID3
* xyz 0 1
H -1.487 2.562 2.134
H 0.874 0.897 -1.659
C -0.979 1.651 1.836
H -1.646 0.904 1.412
H 1.839 -1.695 -1.479
H 2.256 -1.462 -0.054
H -0.191 2.380 -0.273
H -0.610 1.172 2.747
H -0.417 0.433 -2.434
H -1.363 -3.025 0.205
H -0.361 -2.039 -0.297
O 0.553 0.583 -2.497
S 0.493 1.921 0.791
O -1.118 -2.100 0.281
O 2.158 -2.182 -0.715
*
```

Energy above the lowest of the compared OMol25 structures with the same formula, charge and spin for every record listed, in sequence, given in eV: 0.446, 8.837, 0.571, 2.039, 0.580, 0.349.